{"formula": "C5H7N3", "method": "ωB97M-V/def2-TZVPD", "elements": ["H", "N", "H", "N", "H", "C", "C", "H", "H", "N", "C", "H", "C", "H", "C"], "coordinates": [[-2.6821, 0.2867, 0.1952], [1.8774, -0.9526, 1.3776], [0.7524, 2.7261, 0.2165], [-0.3635, 1.5079, -1.0861], [0.9605, -0.9268, -1.2328], [-0.9413, -0.1905, -0.5074], [1.0472, -0.0885, 1.4146], [2.6510, -1.1452, 2.0005], [-0.3444, -1.0147, -2.3728], [-2.1721, -0.4085, -0.3404], [0.0152, 0.6956, 0.9940], [-0.6890, 1.0284, 1.7454], [-0.1000, -1.1332, -1.3181], [-0.2824, -2.1680, -1.0334], [0.2712, 1.7833, -0.0526]], "atomic_forces_ev_per_a": [[-0.05, 0.24, -0.38], [-0.16, -0.43, 0.21], [0.22, -0.05, -0.28], [-0.75, -1.77, -0.04], [0.15, 0.05, 0.14], [-0.88, 1.52, -2.96], [-0.27, 0.39, -0.65], [-0.07, 0.33, -0.05], [-0.22, 0.15, 0.07], [0.59, -0.19, 1.03], [1.90, 0.97, 1.27], [-0.39, -0.51, -0.05], [0.44, -0.05, 0.27], [-0.09, 0.02, 0.09], [-0.42, -0.67, 1.33]], "lumo_energy_ev": [-0.011, -0.012], "e_above_lowest_kcal_mol": 131.8, "e_homo_ev": [-7.93, -7.93], "gap_ev": [7.9, 7.9], "max_force_ev_per_a": 3.4}

=====

{"formula": "C2H2I2NO", "method": "ωB97M-V/def2-TZVPD", "elements": ["I", "C", "H", "C", "N", "H", "I", "O"], "coordinates": [[2.9082, 1.7864, 0.0204], [1.1056, 0.8170, -0.4196], [0.9953, -0.3442, -0.3830], [-0.9947, 0.8983, 0.4722], [0.0474, 1.5751, 0.0113], [-0.8965, -0.2528, 0.4886], [-2.9356, 1.7857, -0.0123], [0.1081, 2.8057, 0.0740]], "atomic_forces_ev_per_a": [[0.25, -0.47, -0.05], [-0.06, -1.42, -0.18], [0.42, 2.53, 0.07], [-1.98, -2.29, 0.55], [0.96, -2.11, 0.06], [-0.56, 2.19, -0.31], [0.96, -0.62, 0.26], [0.01, 2.19, -0.40]], "total_charge": -1, "lumo_energy_ev": [2.988, 2.988], "e_above_lowest_kcal_mol": 37.9, "e_homo_ev": [-2.90, -2.91], "gap_ev": [5.9, 5.9], "max_force_ev_per_a": 3.1}

=====

{"formula": "C6H12O", "method": "ωB97M-V/def2-TZVPD", "elements": ["C", "C", "C", "H", "H", "H", "H", "H", "H", "H", "C", "C", "H", "H", "H", "H", "C", "O", "H"], "coordinates": [[1.2089, 1.0944, 0.5234], [-0.8277, -0.0840, 0.4097], [-1.0998, -0.9369, 1.3677], [-2.0181, -0.1788, -1.2989], [0.8617, 1.5846, 1.4225], [3.1499, 0.5738, -0.2133], [-1.8558, 1.5195, -0.6884], [-2.9999, 0.3403, 0.0347], [-1.1586, -2.3479, -0.9853], [0.8373, -0.1454, -1.1115], [0.4395, 0.3159, -0.1863], [2.5930, 1.4512, 0.1596], [0.2076, -2.6623, -1.7545], [3.1627, 1.7951, 1.0864], [2.8084, 2.3252, -0.4936], [-0.4847, -1.2092, 2.2781], [-2.0070, 0.4154, -0.4152], [-0.7814, -2.7101, -1.7655], [-2.0361, -1.1405, 1.6304]], "atomic_forces_ev_per_a": [[1.02, 1.56, 0.05], [-2.02, 0.07, -2.12], [4.08, 0.41, 2.69], [-0.13, -0.14, -1.17], [-0.38, -0.26, 0.17], [-0.22, 0.45, -0.09], [-0.14, -1.60, 0.22], [0.28, -0.17, 0.31], [0.10, 0.55, 1.29], [-0.64, 0.27, 0.47], [0.62, -1.11, 0.58], [2.61, 0.81, 0.99], [-1.58, 0.11, 0.48], [-0.70, -0.70, -0.87], [-0.76, -0.62, -0.06], [0.35, -0.06, -1.81], [0.16, 1.73, 0.09], [1.52, -0.70, -1.72], [-4.17, -0.62, 0.51]], "lumo_energy_ev": 0.868, "smiles": "C=C(C)/C=C/C.O", "e_above_lowest_kcal_mol": 57.4, "e_homo_ev": -9.52, "gap_ev": 10.4, "max_force_ev_per_a": 4.9}

=====

{"formula": "C32H7Cl2F21GeNNaO5PS2", "method": "ωB97M-V/def2-TZVPD", "elements": ["Na", "C", "C", "F", "C", "C", "O", "F", "C", "F", "C", "F", "S", "C", "F", "H", "H", "Cl", "C", "Ge", "F", "F", "C", "C", "C", "P", "O", "C", "C", "S", "H", "F", "C", "F", "F", "F", "C", "F", "F", "C", "C", "C", "C", "N", "O", "F", "C", "Cl", "H", "C", "C", "F", "F", "F", "F", "C", "C", "C", "C", "H", "C", "H", "O", "O", "C", "C", "C", "H", "C", "F", "C", "F", "F"], "coordinates": [[-3.3474, -0.3293, -0.2525], [-4.5304, 6.0760, -0.4687], [-0.5817, -3.3284, -1.4749], [2.1568, 0.3709, -2.5050], [1.3634, 0.2631, 3.4339], [1.6618, -0.0101, 4.7599], [-2.5241, 2.5332, -1.0582], [-3.7796, -2.3050, -1.0657], [-5.2915, 2.4665, -0.2269], [-5.3914, -1.0176, -2.0242], [4.8172, 4.4006, -0.0229], [4.7414, 1.0299, -1.2491], [-0.8994, -1.8135, 0.5297], [2.4294, -0.8206, -1.9702], [3.4453, 5.4991, 1.5409], [-0.9570, -4.7483, 1.5914], [-2.6260, 7.0161, -0.8699], [-5.3639, 7.6103, -0.2786], [-3.1301, 3.5903, -0.8347], [1.9867, 0.5569, 0.5346], [-5.2761, -3.2484, -2.5372], [0.7210, 0.0746, 5.7064], [3.0370, -3.2988, -0.9659], [-0.7868, -3.4540, -0.1183], [-0.5758, -1.8804, -1.9164], [-5.4268, -2.3954, -1.1792], [-4.8836, 1.3217, -0.1816], [-0.3942, -5.6909, -1.6366], [-0.3790, -4.4496, -2.2581], [0.0968, 1.3833, -0.1488], [-6.2513, 4.8848, -0.0717], [4.5838, -0.2520, 1.9201], [-4.5280, 3.6683, -0.4733], [3.0536, -4.1731, -3.1509], [-7.0317, -2.4520, -1.2798], [5.5595, 5.5033, -0.1683], [3.9336, -0.4441, 4.1473], [-5.4008, -3.7541, -0.3117], [3.2456, -0.6309, 6.3918], [3.2677, 2.0754, 0.2832], [-2.4960, 4.9000, -0.9382], [2.9925, 3.2421, 0.9768], [2.5926, -1.8829, -2.8421], [-0.8361, -1.0390, -0.8638], [0.2780, -1.5975, 1.3558], [3.3451, -4.5076, -0.4760], [3.7404, 4.3976, 0.8438], [-0.7938, 4.9281, -1.3093], [-6.3748, 2.6537, -0.0523], [-3.1582, 6.0792, -0.7706], [5.1331, 3.2543, -0.7275], [2.4821, -1.7159, -4.1603], [5.1843, -0.7865, 4.4898], [-5.5179, -1.5269, 0.1942], [0.1183, 0.6274, 3.1592], [2.8700, -2.2150, -0.1234], [2.3231, 0.1801, 2.4393], [3.6005, -0.1639, 2.8362], [-0.6012, -5.8032, -0.2624], [-0.6102, -6.7835, 0.1974], [2.9493, -0.3674, 5.1141], [-0.2221, -4.3386, -3.3232], [-0.3474, -1.5504, -3.0617], [-2.1512, -1.5624, 1.2076], [-5.1953, 4.8917, -0.3209], [2.8881, -3.1317, -2.3302], [2.5460, -0.9536, -0.5953], [-0.2464, -6.5881, -2.2248], [-0.7962, -4.6753, 0.5242], [3.0479, -2.4431, 1.1835], [4.3607, 2.1172, -0.5615], [6.1909, 3.2550, -1.5501], [1.9602, 3.2783, 1.8318]], "atomic_forces_ev_per_a": [[-0.20, 0.74, -0.23], [-0.04, -0.03, 0.00], [0.01, -0.01, 0.03], [0.04, -0.03, 0.04], [-0.03, 0.01, -0.02], [0.01, -0.01, 0.01], [0.15, -0.04, 0.11], [-0.06, -0.34, -0.18], [0.01, 0.02, -0.03], [-0.04, -0.02, -0.04], [0.02, 0.01, -0.01], [-0.03, 0.02, -0.01], [0.17, -0.09, 0.37], [0.03, 0.06, -0.04], [0.00, 0.01, -0.01], [0.00, 0.00, 0.00], [0.00, 0.00, 0.00], [-0.01, 0.01, 0.01], [0.02, -0.08, -0.11], [0.09, -0.03, -0.13], [-0.02, -0.01, -0.01], [0.01, 0.00, 0.00], [-0.01, -0.01, 0.02], [0.01, 0.00, -0.04], [-0.06, 0.00, 0.06], [-0.01, -0.09, -0.04], [-0.15, 0.06, 0.13], [0.00, -0.02, 0.01], [-0.02, 0.03, -0.02], [-0.05, 0.04, 0.05], [0.00, 0.00, 0.00], [-0.01, 0.05, 0.02], [-0.04, -0.04, 0.04], [-0.01, 0.01, 0.01], [0.00, 0.00, 0.02], [-0.01, -0.02, 0.00], [0.02, 0.00, -0.01], [0.00, -0.03, 0.00], [0.00, 0.00, -0.01], [-0.05, 0.04, -0.05], [0.04, 0.06, 0.00], [-0.01, -0.01, 0.00], [0.06, -0.01, -0.10], [0.08, 0.05, -0.02], [0.06, -0.01, -0.12], [0.00, 0.01, -0.01], [0.01, 0.00, 0.01], [-0.02, -0.02, 0.00], [0.00, 0.00, 0.04], [0.04, -0.02, 0.00], [0.03, 0.01, 0.00], [0.03, -0.02, 0.09], [-0.02, 0.01, 0.00], [0.03, -0.08, -0.01], [0.00, 0.02, 0.01], [0.00, -0.05, 0.00], [-0.01, -0.01, 0.02], [0.04, -0.02, -0.03], [0.01, 0.00, -0.01], [0.00, 0.00, 0.00], [-0.01, 0.00, 0.01], [0.01, -0.01, -0.01], [-0.03, 0.00, -0.01], [0.10, -0.09, 0.16], [0.00, 0.02, 0.00], [0.02, 0.05, -0.02], [-0.06, -0.01, 0.01], [0.01, 0.00, 0.00], [-0.04, 0.01, -0.02], [-0.06, -0.02, 0.03], [0.03, -0.09, 0.01], [-0.02, 0.00, 0.01], [0.00, 0.00, 0.00]], "total_charge": -2, "lumo_energy_ev": [3.569, 2.734], "e_above_lowest_kcal_mol": 4.6, "e_homo_ev": [-2.82, -2.81], "gap_ev": [6.4, 5.5], "multiplicity": 2, "max_force_ev_per_a": 0.8}

=====

{"formula": "C11H34BrN8O5", "method": "ωB97M-V/def2-TZVPD", "elements": ["H", "H", "N", "H", "H", "C", "H", "O", "N", "C", "C", "H", "H", "H", "O", "H", "H", "N", "H", "H", "C", "H", "H", "H", "H", "H", "C", "C", "Br", "N", "H", "N", "H", "H", "C", "H", "H", "C", "C", "N", "H", "H", "C", "H", "H", "N", "H", "H", "O", "O", "C", "H", "H", "H", "H", "O", "N", "H", "H"], "coordinates": [[-2.8313, 1.2010, -1.9031], [2.2702, 5.4880, -0.5307], [0.5300, 0.3151, -4.8379], [0.2168, -3.6295, 0.0260], [0.0928, 1.5976, -2.6719], [1.9615, 2.8909, 0.3851], [1.6543, -4.5253, 3.3143], [-3.2402, 4.2888, -1.3584], [-3.5408, -1.2076, 0.7494], [-4.7001, -0.9694, 0.1208], [-0.1327, -2.6285, 2.4789], [-2.6276, -1.2194, 0.3224], [-0.2376, -1.5551, 2.6429], [-3.5607, -1.0050, -1.5518], [1.0668, 4.0125, 0.3608], [0.6001, -2.1030, 0.2136], [-0.1495, -2.9678, 3.5260], [-4.5212, -1.0400, -1.2441], [-3.9937, 2.1720, -2.6678], [-3.6554, -1.3531, 1.7404], [2.7817, -6.4162, 1.7252], [1.3398, -0.0248, 1.9145], [1.1681, 0.2171, 0.4127], [1.5074, 1.9853, 3.7242], [1.9647, 2.4961, -0.6358], [1.9193, -2.3670, 2.1118], [-2.7557, 3.1653, -1.2927], [1.0002, 1.5546, -4.5567], [-0.7029, -0.4474, -1.0622], [-3.1807, 2.1283, -2.0807], [3.0413, 2.3041, 2.8812], [-1.6154, 2.7957, -0.6505], [1.9283, 3.4932, 2.9163], [0.4029, 1.9893, 1.4558], [1.4996, 1.9048, 1.4359], [1.3906, 4.4571, -1.6727], [0.5665, 5.6432, -0.8190], [1.3562, 4.9024, -0.6716], [1.3992, -4.6028, 2.2517], [0.9747, -3.0418, 0.3573], [0.7524, 3.0602, -3.4129], [3.3059, -6.8921, 0.9002], [1.1820, -3.1123, 1.8160], [0.4866, -5.1452, 1.9827], [3.2821, -6.5250, 2.6905], [0.6087, 2.0618, -3.3981], [0.1580, -0.2696, -4.1073], [-1.0051, -3.0856, 2.0130], [2.4579, -5.0575, 1.4716], [1.6375, 2.2133, -5.3998], [1.9495, 2.4040, 2.8221], [0.7847, -0.0357, -5.7432], [-1.0199, 3.4268, -0.1379], [2.9861, 3.2231, 0.5867], [-1.3142, 1.8284, -0.6506], [-5.8266, -0.9272, 0.6235], [1.7848, 0.5118, 1.1731], [-5.2038, -0.6623, -1.8773], [1.8060, -6.9154, 1.7883]], "atomic_forces_ev_per_a": [[0.14, 0.01, 0.01], [0.24, -0.27, 0.21], [0.12, -0.49, -0.15], [0.01, -0.32, 0.37], [-0.21, -0.15, -0.01], [0.13, 0.16, -0.83], [-0.26, -0.77, 0.18], [0.14, -0.29, 0.53], [-0.16, -0.01, 2.01], [-1.47, -1.17, -1.37], [0.33, -0.69, 1.75], [0.05, 0.18, -0.12], [-0.02, 0.13, -0.85], [-0.02, 0.04, -0.24], [0.06, -0.18, 0.38], [0.29, -0.17, -0.51], [-0.04, -0.24, 0.06], [0.30, 0.32, -0.56], [-0.07, 0.48, 0.32], [0.40, 0.10, -0.11], [-1.54, 0.33, 0.24], [0.42, 0.11, 0.40], [0.43, 0.23, -0.42], [-0.23, -0.32, -0.28], [0.00, -0.52, 0.11], [0.72, -0.65, -0.12], [0.53, 0.29, -1.32], [0.16, 0.05, -2.23], [-0.30, 0.04, -0.39], [-0.62, -0.82, -0.29], [0.03, -0.72, 0.15], [0.46, 0.25, 0.86], [-0.87, 0.04, -0.27], [-0.10, 0.42, -0.18], [-1.94, 0.88, 1.24], [0.34, -0.57, 0.18], [-0.28, -0.13, 0.70], [-0.16, 0.92, -0.99], [0.70, 2.75, -0.91], [0.76, 0.82, 0.22], [-0.17, -0.15, 0.67], [0.37, 0.45, 0.00], [-2.66, -0.50, -0.58], [-0.13, -0.17, 0.56], [0.27, -0.13, -0.08], [0.40, 1.62, 0.99], [-0.02, -0.13, -0.13], [-0.05, 0.30, -0.20], [1.22, -0.83, -0.27], [-0.40, -0.52, 0.78], [1.63, 0.47, -0.32], [0.05, -0.29, 0.22], [-0.36, 0.25, 0.01], [0.06, 0.13, 0.08], [-0.12, 0.05, -0.05], [1.10, 0.46, 0.14], [0.29, -0.62, -0.08], [-0.14, 0.05, 0.31], [0.17, -0.53, 0.17]], "total_charge": -1, "lumo_energy_ev": 2.637, "e_above_lowest_kcal_mol": 20.2, "e_homo_ev": -6.45, "gap_ev": 9.1, "max_force_ev_per_a": 3.0}

=====

{"formula": "C26H22N2O4PS3SbV", "method": "ωB97M-V/def2-TZVPD", "elements": ["H", "C", "H", "O", "C", "C", "N", "H", "H", "H", "C", "C", "S", "H", "V", "H", "C", "C", "C", "C", "H", "H", "H", "S", "H", "H", "C", "O", "C", "C", "H", "C", "C", "H", "C", "H", "C", "C", "C", "H", "C", "C", "O", "C", "H", "Sb", "H", "H", "C", "C", "C", "H", "H", "N", "O", "H", "S", "C", "P", "C"], "coordinates": [[2.9713, 3.7533, -0.0030], [-1.1130, 2.3465, -0.2563], [2.8968, 4.7677, 4.1419], [-2.3703, -0.9703, -0.2466], [-0.4121, -3.4754, 0.0645], [-2.8260, 4.0258, -0.0903], [-2.3647, -5.1987, 1.4392], [-4.2049, 0.9773, -0.6557], [-0.7308, 4.4176, 0.1509], [2.3633, -5.2513, -1.8377], [-2.1109, 1.3836, -0.4862], [3.0653, 4.3225, 2.0533], [2.5552, -3.5300, 2.0379], [-3.2386, -6.8683, 2.3648], [0.6314, -0.5183, -0.0098], [-4.7119, -5.4473, 3.4518], [2.3583, 2.8493, -4.3289], [2.7198, 2.1627, -2.0543], [-1.7512, -0.0396, -0.6519], [-1.6990, -5.6534, 0.3683], [2.7493, 3.0570, -5.3165], [-4.2402, -6.0699, 1.1528], [-3.1068, 5.0605, 0.0592], [0.2075, -0.6139, 2.0332], [-2.0651, -4.4002, 1.9698], [0.3324, 3.3074, -4.8700], [-0.5105, -4.8399, -0.0970], [-0.4944, -0.2463, -1.2821], [1.3143, 3.4791, 3.4736], [-3.4523, 1.7398, -0.4957], [-4.8492, 3.3551, -0.3290], [1.5653, -4.7736, -1.2846], [0.4928, -5.4987, -0.7927], [2.4127, -2.8153, -1.4608], [1.3508, 2.3101, -1.7959], [-0.1454, 2.2319, 2.5370], [3.2178, 2.4388, -3.3169], [1.5982, -3.4106, -1.0761], [1.0005, 2.9838, -4.0816], [0.4046, -6.5665, -0.9482], [-1.4845, 3.6664, -0.0486], [-3.5324, -5.9033, 1.9583], [-1.9955, -6.6642, -0.2397], [1.3809, 2.8608, 1.1430], [4.2779, 2.3330, -3.5131], [2.6600, -1.2323, 2.3363], [-1.2018, -2.9198, 0.5484], [0.8297, 3.4399, 4.4415], [2.4708, 4.2340, 3.3013], [-3.8057, 3.0677, -0.3113], [0.4928, 2.7085, -2.8204], [-0.5683, 2.8155, -2.6385], [3.9464, 4.9375, 1.9126], [0.6300, -2.7547, -0.4087], [-4.0127, -5.0141, 2.9496], [3.3992, 1.8303, -1.2828], [2.7620, -0.5278, -0.0361], [2.5230, 3.6394, 0.9705], [0.6471, 1.9074, -0.1931], [0.7707, 2.7936, 2.4005]], "atomic_forces_ev_per_a": [[0.07, -0.04, -0.12], [-0.05, -0.17, -0.04], [-0.03, -0.01, -0.03], [-0.04, -0.22, -0.20], [0.22, 0.30, -0.16], [-0.06, 0.02, -0.01], [-0.23, -0.20, -0.03], [0.03, 0.04, 0.01], [0.00, 0.02, 0.01], [-0.04, 0.02, 0.03], [0.34, 0.11, -0.10], [0.02, 0.01, -0.06], [-0.01, -0.41, -0.08], [0.07, -0.12, 0.15], [1.39, -0.81, 1.18], [0.04, 0.04, -0.02], [-0.01, -0.01, -0.04], [-0.08, 0.01, -0.08], [-0.41, 0.25, -0.12], [0.07, -0.13, -0.24], [0.00, 0.02, 0.03], [-0.17, 0.05, -0.17], [0.01, -0.03, 0.00], [-0.34, 0.03, 0.16], [0.02, 0.00, 0.09], [0.03, -0.04, 0.04], [-0.11, -0.05, 0.02], [-1.24, 0.08, -0.32], [-0.05, -0.02, -0.02], [-0.02, -0.07, 0.00], [0.04, -0.01, -0.01], [-0.02, -0.15, -0.04], [0.12, -0.10, -0.10], [0.06, 0.05, 0.00], [0.08, -0.05, -0.04], [-0.02, -0.01, 0.01], [0.02, -0.02, 0.05], [-0.21, 0.17, 0.12], [-0.02, 0.01, 0.00], [-0.01, 0.00, -0.01], [-0.01, 0.07, 0.05], [0.25, 0.58, 0.21], [0.06, 0.12, 0.15], [0.02, -0.03, 0.03], [-0.06, 0.00, 0.02], [-0.24, 0.65, -0.31], [-0.02, 0.07, 0.04], [0.02, -0.01, -0.05], [0.00, 0.01, 0.04], [-0.03, 0.06, 0.03], [-0.01, 0.08, -0.07], [0.02, 0.01, -0.04], [-0.06, -0.06, 0.00], [-0.12, -0.14, 0.04], [-0.08, -0.33, -0.14], [0.04, 0.05, 0.07], [0.72, 0.02, -0.11], [-0.02, 0.07, 0.05], [-0.04, 0.18, 0.08], [0.05, 0.02, 0.08]], "total_charge": 2, "lumo_energy_ev": [-8.256, -9.151], "e_above_lowest_kcal_mol": 9.9, "e_homo_ev": [-14.21, -14.21], "gap_ev": [6.0, 5.1], "multiplicity": 2, "max_force_ev_per_a": 2.0}